[1]
C20H18F24N7O16S8 | wB97M-V/def2-TZVPD

Last column: Mulliken charge in e.
Positions of all 93 atoms, in Å:
N: 12.370837 -3.703271 -6.281702  2.189
H: 11.831983 -4.091585 -5.494598  0.280
H: 12.572924 -2.719969 -6.004564  -0.108
H: 11.856948 -3.699378 -7.191806  0.455
H: 13.323043 -4.130662 -6.348814  0.181
C: 16.073557 8.484215 -6.036112  -0.926
N: 16.177382 7.016974 -5.989024  0.052
C: 15.079172 6.245728 -6.101585  -0.219
C: 15.146725 4.879058 -6.001314  -0.593
C: 16.400741 4.279330 -5.914234  0.498
C: 17.526614 5.098125 -5.855537  -0.653
C: 17.394572 6.449780 -5.924228  -0.309
C: 16.473332 2.808207 -5.943581  1.003
C: 15.763222 2.061253 -5.015210  -1.036
C: 15.728004 0.706557 -5.084775  -0.135
N: 16.260611 0.081985 -6.157861  0.411
C: 17.047543 0.752951 -7.012646  -0.219
C: 17.159067 2.112440 -6.930739  -0.766
C: 16.097408 -1.384773 -6.325723  -0.655
H: 16.503292 8.838867 -6.969083  0.370
H: 16.568372 8.911566 -5.167916  0.373
H: 15.037140 8.804231 -5.987421  0.298
H: 14.147733 6.794378 -6.121802  0.383
H: 14.225814 4.363211 -6.249536  0.465
H: 18.513746 4.666824 -5.762052  0.504
H: 18.242149 7.116298 -5.857093  0.455
H: 15.079179 2.563976 -4.340892  0.582
H: 14.959274 0.153962 -4.549202  0.427
H: 17.459978 0.182338 -7.831334  0.468
H: 17.707302 2.583632 -7.737452  0.453
H: 16.306502 -1.664238 -7.355497  0.363
H: 15.014063 -1.539256 -6.294961  -0.195
H: 16.600437 -1.937449 -5.538031  0.470
C: 8.275017 -5.084286 -12.349300  0.583
F: 8.795436 -5.250378 -13.567742  -0.232
F: 7.853561 -3.825939 -12.220818  -0.229
F: 7.221734 -5.869201 -12.180913  -0.234
S: 9.582397 -5.536378 -11.099398  1.058
O: 9.718903 -6.958281 -11.146734  -0.683
O: 10.769618 -4.861981 -11.529272  -0.596
N: 8.842395 -5.071783 -9.713078  -0.460
S: 9.639332 -3.830562 -9.146751  1.041
O: 10.946087 -4.092070 -8.577565  -0.894
O: 9.613125 -2.684422 -10.019794  -0.694
C: 8.534521 -3.371247 -7.700535  0.379
F: 8.355005 -2.052354 -7.682635  -0.229
F: 7.362891 -3.993222 -7.720643  -0.247
F: 9.170514 -3.702927 -6.563098  -0.082
C: 8.088701 -4.788003 -3.712259  0.463
F: 7.296969 -5.728138 -3.167870  -0.243
F: 7.579360 -4.436550 -4.879286  -0.154
F: 8.090265 -3.741470 -2.889168  -0.231
S: 9.808834 -5.458443 -3.875524  0.752
O: 10.589086 -4.286508 -4.179489  -0.758
O: 10.066014 -6.067344 -2.611844  -0.601
N: 9.583225 -6.485702 -5.123015  -0.442
S: 10.996391 -7.182057 -5.305180  1.001
O: 12.038969 -6.345416 -5.852048  -0.115
O: 11.463364 -8.002334 -4.221700  -0.734
C: 10.650110 -8.415264 -6.648588  0.491
F: 10.477046 -7.843562 -7.829539  -0.160
F: 11.668950 -9.269209 -6.731945  -0.218
F: 9.538842 -9.093112 -6.324072  -0.247
C: 12.863109 0.628619 -7.606940  0.623
F: 13.704413 -0.212290 -8.182490  -0.193
F: 13.506267 1.375874 -6.686550  -0.154
F: 12.369712 1.446968 -8.533339  -0.247
S: 11.526152 -0.189387 -6.650343  0.783
O: 10.689116 0.845502 -6.161046  -0.633
O: 10.894966 -1.153766 -7.477850  -0.434
N: 12.456425 -0.941560 -5.531887  -0.764
S: 12.076383 -0.347009 -4.088607  0.849
O: 12.689319 0.961526 -3.921238  -0.639
O: 10.763339 -0.605352 -3.619217  -0.591
C: 13.104885 -1.425183 -2.988718  0.618
F: 12.966575 -1.049540 -1.737561  -0.238
F: 12.810452 -2.693530 -3.140795  -0.110
F: 14.424699 -1.243283 -3.317711  -0.267
C: 15.225605 -6.451563 -4.162870  0.678
F: 13.956424 -6.104123 -4.056215  -0.202
F: 15.791110 -6.358275 -2.947522  -0.232
F: 15.371379 -7.652205 -4.666557  -0.194
S: 16.010758 -5.149013 -5.222165  0.910
O: 16.089346 -3.983177 -4.374624  -0.679
O: 17.287642 -5.664847 -5.614820  -0.665
N: 14.953367 -4.926797 -6.478090  -0.954
S: 15.505126 -5.719930 -7.738300  0.982
O: 16.525142 -4.965932 -8.439892  -0.727
O: 15.783574 -7.110067 -7.542765  -0.657
C: 14.055240 -5.616304 -8.885367  0.608
F: 13.016615 -6.274520 -8.442150  -0.166
F: 13.754738 -4.309324 -9.048413  -0.217
F: 14.431853 -6.060008 -10.082506  -0.241

Cartesian forces, eV/Å:
1.2 1.4 0.3
-0.1 -0.4 -0.4
-0.5 -0.6 -0.3
0.0 -0.4 0.5
-0.9 -0.4 -0.1
-0.1 0.3 0.1
-0.1 -0.1 -0.4
0.0 0.7 1.0
-0.1 0.4 -1.1
-0.4 -0.1 -0.2
0.2 -0.7 -0.1
0.0 0.5 0.5
0.3 -0.6 0.2
-0.3 1.5 0.2
-1.5 -1.1 -1.5
1.4 -0.1 0.7
-0.8 -0.5 0.0
0.4 0.6 -0.5
-1.6 0.1 -0.5
0.1 0.1 0.1
0.2 0.0 -0.1
-0.1 -0.3 -0.1
-0.1 -0.2 -0.3
0.1 -0.5 0.5
0.0 0.0 -0.1
0.0 0.1 -0.1
0.2 -0.2 0.3
0.6 -0.1 0.3
0.1 0.0 0.1
0.0 0.3 0.2
0.7 -0.1 0.2
0.1 -0.2 0.6
0.1 -0.1 -0.1
0.6 0.2 0.8
-0.3 0.0 -0.2
0.2 0.0 -0.2
-0.4 -0.4 -0.3
0.0 -1.0 0.3
-1.0 -0.5 0.0
-0.1 1.0 0.2
1.5 -0.2 -1.2
0.1 1.6 -0.2
-0.5 -0.5 0.1
-0.3 0.1 0.2
0.8 -0.3 0.5
-0.4 -0.2 -0.1
-0.1 0.2 -0.1
0.0 0.2 -0.5
0.0 -0.8 0.0
0.0 0.1 -0.1
-0.4 0.1 0.2
0.1 0.1 0.0
-1.3 0.0 -0.2
0.3 0.3 -0.3
0.0 -0.2 0.4
0.8 1.0 1.4
1.9 -1.4 -0.9
-0.6 0.3 -0.3
-0.6 -0.2 0.3
-0.5 0.4 0.3
0.0 0.0 0.0
0.0 0.1 0.1
0.1 -0.2 -0.2
-1.2 0.1 0.3
0.4 0.0 0.0
0.8 0.5 -0.4
0.2 0.0 0.0
-0.6 -2.3 -0.1
0.2 1.3 0.5
0.8 -0.2 -0.6
-0.9 1.3 -0.1
1.2 0.1 0.8
-0.1 0.0 0.3
-0.6 0.3 0.0
0.5 0.0 -1.2
-0.2 0.1 0.4
0.0 -0.1 0.1
-0.2 -0.3 0.2
-0.2 1.3 -0.1
-0.2 -0.4 0.3
0.1 -0.5 -0.1
-0.1 -0.2 0.2
0.2 0.3 -0.6
-0.9 0.4 -0.2
0.1 -0.3 -0.2
1.4 -0.2 2.1
1.1 -0.3 -2.0
-0.4 0.2 0.1
-0.5 -0.2 0.2
0.3 0.8 0.0
-0.1 -0.1 -0.1
-0.2 -0.1 0.3
0.0 -0.4 0.1

* energy relative to the best compared isomer or geometry (same formula, charge and spin): 0.0 kJ/mol
* M: 1324.9 g mol⁻¹
* strongest force on any atom: 2.5 eV/A
* HOMO: -6.028 eV
* charge: -1
* total energy: -7942.21905 hartree
* E_LUMO: -2.90 eV

=====

[2]
C20H18F3N3O2 | wB97M-V/def2-TZVPD

Last column: Mulliken charge in e.
Positions of all 46 atoms, in Å:
C: 2.256213 4.189385 -0.912829  -1.135
N: 1.492917 2.940943 -1.196804  0.111
C: 0.035348 2.976971 -1.356532  -0.925
C: -0.627576 1.977012 -0.417001  -0.424
N: -0.080751 0.636889 -0.602899  0.416
C: -0.905858 -0.465871 -0.903657  0.060
O: -0.463473 -1.417859 -1.540698  -0.639
C: -2.405130 -0.485486 -0.672100  1.073
C: -2.860496 -0.144995 0.766679  0.043
O: -3.762327 0.652099 0.981655  -0.695
N: -2.321534 -0.688346 1.916217  -0.144
C: -1.369272 -1.710981 2.093416  0.041
C: -1.223157 -2.824045 1.249443  -0.517
C: -0.316791 -3.859879 1.515414  0.258
F: -0.237715 -4.880735 0.651256  -0.325
C: 0.473725 -3.813640 2.678551  0.352
F: 1.326673 -4.810777 3.041526  -0.313
C: 0.321566 -2.716477 3.512494  -0.470
C: -0.599506 -1.690076 3.259983  0.629
F: -0.712814 -0.693204 4.184502  -0.333
C: -3.322082 -1.371062 -1.546757  -0.801
C: -3.161790 0.076416 -1.914334  -0.891
C: 1.331406 0.529558 -0.703670  0.650
C: 2.048224 -0.662908 -0.387865  -0.258
C: 3.406270 -0.795686 -0.640782  -0.708
C: 4.150457 0.307229 -1.067347  -0.672
C: 3.514378 1.548382 -1.200877  -0.450
C: 2.107980 1.700131 -1.052861  0.150
H: 2.958099 4.329709 -1.729931  0.371
H: 1.581938 5.073308 -0.915286  0.318
H: 2.807380 4.183105 0.022828  0.358
H: -0.287877 2.772052 -2.379469  0.177
H: -0.370403 3.946025 -1.099586  0.484
H: -0.492569 2.272635 0.627897  0.197
H: -1.687285 2.057821 -0.616307  0.490
H: -2.522891 -0.134735 2.756464  0.285
H: -1.828163 -2.935750 0.369495  0.471
H: 0.866480 -2.675617 4.460537  0.423
H: -4.247766 -1.683188 -1.072545  0.292
H: -2.862853 -2.041281 -2.293385  0.275
H: -4.001575 0.703846 -1.739726  0.330
H: -2.696525 0.296545 -2.867669  0.253
H: 1.478944 -1.555672 -0.064292  0.248
H: 3.860859 -1.815790 -0.530280  0.345
H: 5.229003 0.268945 -1.245529  0.355
H: 4.120320 2.435051 -1.417334  0.249

Cartesian forces, eV/Å:
-1.0 -0.4 -1.0
-0.2 1.0 0.3
0.8 -0.5 0.6
0.2 0.2 0.5
-1.5 -0.9 0.1
1.0 -1.1 -1.9
0.2 0.5 0.7
0.3 0.9 0.2
-1.4 1.0 -0.1
0.2 0.0 -0.8
1.1 -0.4 -0.2
0.0 -0.1 0.4
0.5 -0.3 0.4
0.0 0.7 0.5
0.1 0.1 0.3
-0.4 0.1 -0.3
-0.7 0.7 -0.6
-0.3 0.4 0.8
0.9 -1.0 -0.3
-0.2 -0.4 -0.8
1.1 0.3 -0.4
-0.7 -0.7 1.1
1.8 0.2 0.0
-1.3 0.2 -0.7
0.5 -0.7 0.0
-0.4 0.6 0.3
-0.3 -0.1 0.2
-0.1 -1.0 0.4
0.3 0.3 0.0
0.3 -0.8 0.0
0.0 -0.3 0.2
0.2 -0.1 -0.2
0.2 0.4 0.1
0.2 0.2 -0.1
-0.3 -0.6 0.0
-0.1 -0.4 -0.7
-0.1 0.1 -0.3
-0.1 -0.1 -0.4
0.2 0.0 -0.1
-0.2 0.1 1.0
-0.5 0.5 0.4
0.7 -0.1 0.4
0.4 0.7 -0.2
-0.4 1.3 0.0
-0.4 -0.2 0.1
-0.3 -0.4 0.0

* energy relative to the best compared isomer or geometry (same formula, charge and spin): 18.4 kJ/mol
* M: 389.4 g mol⁻¹
* strongest force on any atom: 2.4 eV/A
* HOMO: -7.563 eV
* charge: 0
* total energy: -1387.23363 hartree
* SMILES string: CN1CCN(C(=O)C2(C(=O)Nc3cc(F)c(F)cc3F)CC2)c2ccccc21
* E_LUMO: 0.58 eV

=====

[3]
C20H18MgN6S | wB97M-V/def2-TZVPD

Last column: Mulliken charge in e.
Positions of all 46 atoms, in Å:
Mg: 0.083407 0.994437 0.660235  0.459
N: 0.711889 -2.992564 -0.257483  0.036
C: -0.434928 -3.288148 0.458834  0.688
C: -1.003375 -4.486253 0.877488  -1.116
C: -2.188424 -4.392533 1.580111  -0.387
C: -2.786824 -3.151874 1.856092  -0.571
C: -2.214032 -1.967585 1.438709  -0.833
C: -1.018135 -2.051872 0.730155  0.537
N: -0.221814 -1.040355 0.196152  -0.537
C: 0.792705 -1.651016 -0.378031  -0.222
C: 2.083619 0.505712 -0.827502  2.187
C: 3.258201 1.122601 -1.535407  -0.746
S: 2.803366 2.448837 -2.517961  -0.262
C: 1.139642 2.193965 -2.081929  -0.286
N: 0.871005 1.233268 -1.296747  -0.634
H: 1.470420 -3.601944 -0.513913  0.270
H: -0.546043 -5.443800 0.667509  0.390
H: -2.670158 -5.297301 1.926475  0.376
H: -3.716945 -3.127770 2.407736  0.398
H: -2.667953 -1.007633 1.650380  0.456
H: 4.259834 1.058318 -1.140015  0.516
H: 0.369399 2.857947 -2.459159  0.396
C: 4.197717 -1.909488 -1.683383  -0.967
N: 3.154801 -1.716504 -0.691624  0.006
C: 3.567810 -1.248513 0.595799  -0.380
C: 3.006625 -0.171024 1.185376  -0.971
N: 2.125864 0.719128 0.608958  -1.083
C: 1.960448 -1.029429 -1.121854  -0.166
H: 4.999549 -2.493105 -1.230510  0.350
H: 4.631761 -0.978464 -2.065826  0.297
H: 3.802560 -2.478694 -2.527843  0.350
H: 4.269440 -1.878280 1.124790  0.462
H: 3.259671 0.023170 2.222432  0.435
H: 1.809942 -1.185192 -2.193797  0.765
N: -1.359951 2.096110 1.378931  -0.613
C: -2.270146 2.909918 0.879497  0.111
C: -3.003474 3.813473 1.716632  -0.130
C: -3.951858 4.671742 1.207867  -0.518
C: -4.250232 4.664282 -0.156334  -0.272
C: -3.574225 3.793360 -1.014130  -0.723
C: -2.603628 2.952519 -0.518305  0.093
H: -2.767842 3.794446 2.773347  0.415
H: -4.478204 5.351425 1.866725  0.346
H: -5.007964 5.330330 -0.548984  0.372
H: -3.816291 3.783688 -2.070106  0.345
H: -2.077229 2.270664 -1.179386  0.357

Cartesian forces, eV/Å:
-0.3 0.1 0.3
-0.1 0.0 0.0
0.1 -0.1 0.0
0.0 0.0 0.0
0.0 0.0 0.0
0.0 0.0 0.0
0.0 0.0 0.0
-0.1 0.2 0.0
0.1 -0.2 0.0
0.0 0.2 0.0
-0.2 0.3 0.0
0.0 0.0 0.1
0.0 0.0 0.0
-0.1 0.0 -0.1
0.4 -0.1 -0.1
0.0 0.0 0.0
0.0 0.0 0.0
0.0 0.0 0.0
0.0 0.0 0.0
0.0 0.0 0.0
0.0 0.0 0.0
0.0 0.0 0.0
0.0 -0.1 0.0
0.0 0.1 0.1
0.0 -0.1 -0.1
-0.1 0.2 0.2
0.2 -0.2 -0.2
-0.1 -0.1 0.0
0.0 0.0 0.0
0.0 0.0 0.0
0.0 0.0 0.0
0.0 0.0 0.0
0.0 0.0 0.0
0.0 0.0 0.0
0.1 0.0 0.0
0.0 -0.1 0.0
0.0 0.0 0.1
0.0 0.0 0.0
0.0 0.0 0.0
0.0 0.0 0.1
0.0 0.0 -0.1
0.0 0.0 0.0
0.0 0.0 0.0
0.0 0.0 0.0
0.0 0.0 0.0
0.0 0.0 0.0

* energy relative to the best compared isomer or geometry (same formula, charge and spin): 128.7 kJ/mol
* M: 398.8 g mol⁻¹
* strongest force on any atom: 0.4 eV/A
* HOMO (alpha / beta): -7.037 / -6.952 eV
* charge: 0
* total energy: -1699.72803 hartree
* E_LUMO (alpha / beta): -0.34 / -0.21 eV

=====

[4]
C20H18N2O5 | wB97M-V/def2-TZVPD

Last column: Mulliken charge in e.
Positions of all 45 atoms, in Å:
C: -3.866802 -3.061516 1.485107  -1.400
C: -2.744800 -2.210818 0.846251  -0.026
C: -1.380096 -2.724122 1.240434  -1.222
N: -0.342355 -1.774494 0.920666  0.179
C: -0.010463 -0.769477 1.812880  -0.301
O: -0.320478 -0.865921 2.991388  -0.654
C: 0.798368 0.431271 1.434799  1.000
C: -0.069515 1.650677 1.131485  0.444
C: -1.126810 1.527044 0.224221  -0.114
C: -1.887325 2.634789 -0.216519  -1.086
C: -1.540667 3.918259 0.280303  -0.616
C: -0.528221 4.045710 1.225722  -0.803
C: 0.206210 2.949557 1.684322  0.691
C: 1.210834 3.242845 2.717476  0.132
O: 2.056597 4.122682 2.553175  -0.580
O: 1.104100 2.594359 3.873810  -0.411
C: 1.607014 -0.025508 0.263194  -0.138
O: 2.753922 0.381237 0.171580  -0.607
N: 1.083502 -0.765500 -0.756893  0.561
C: 1.683508 -0.772525 -2.028335  0.193
C: 2.058794 -1.950635 -2.700717  -0.202
C: 2.733163 -1.934424 -3.957241  -0.762
C: 3.056676 -0.704030 -4.523680  -0.376
C: 2.691126 0.470054 -3.863512  -0.702
C: 1.910396 0.441972 -2.698397  -0.213
C: 0.130038 -1.667007 -0.384251  0.422
O: -0.314127 -2.475136 -1.165095  -0.634
H: -3.742426 -3.167507 2.572819  0.333
H: -3.928453 -4.050276 1.000248  0.346
H: -4.834072 -2.573148 1.357042  0.386
H: -2.812527 -2.120140 -0.212793  0.344
H: -2.813821 -1.212080 1.307121  0.211
H: -1.244335 -3.655775 0.676203  0.384
H: -1.329998 -2.960993 2.295993  0.491
H: 1.447921 0.653234 2.287527  0.905
H: -1.364528 0.594879 -0.248723  0.329
H: -2.701908 2.536529 -0.941049  0.433
H: -2.125513 4.750516 -0.039729  0.429
H: -0.398166 5.030794 1.655100  0.456
H: 1.698429 3.061202 4.493515  0.360
H: 1.850886 -2.964232 -2.347473  0.339
H: 3.052840 -2.830595 -4.448557  0.381
H: 3.662884 -0.663791 -5.429982  0.365
H: 3.008575 1.452743 -4.230641  0.338
H: 1.621621 1.409298 -2.308794  0.398

Cartesian forces, eV/Å:
0.1 0.0 -0.5
-0.5 0.6 2.3
-0.5 -1.3 -0.6
1.7 2.4 -0.2
-1.1 -0.6 3.4
-0.3 -0.1 -0.7
-0.8 -0.7 -0.5
-0.2 1.0 0.0
-0.3 1.3 -0.5
1.1 0.7 0.9
-0.3 -2.1 -0.2
-0.5 0.0 -0.1
-1.0 -1.5 -1.1
2.1 2.1 -0.3
-1.3 -1.3 0.3
-0.2 -0.2 0.4
3.9 3.0 -0.2
-0.5 -0.3 0.1
-1.2 0.0 1.5
0.7 -0.3 -2.5
0.5 -0.7 -0.8
-0.7 1.6 1.3
0.4 0.0 0.3
-0.5 0.1 0.1
1.0 -0.3 -0.1
-1.9 -2.6 -1.1
0.0 -0.1 -0.9
0.2 -0.1 -0.4
0.0 0.3 0.4
0.0 0.0 -0.2
-0.2 0.0 -0.8
-0.2 0.0 -0.4
0.6 0.3 0.2
0.1 0.2 0.2
0.0 -0.3 -0.4
0.0 -0.6 0.1
0.4 -0.1 0.3
-0.1 0.6 -0.1
0.4 -0.1 0.1
0.0 -0.3 -0.3
-0.1 0.6 0.4
-0.1 -0.5 0.0
-0.2 0.0 0.2
-0.3 -0.5 -0.1
-0.1 -0.2 0.4

* energy relative to the best compared isomer or geometry (same formula, charge and spin): 70.7 kJ/mol
* M: 366.4 g mol⁻¹
* strongest force on any atom: 4.9 eV/A
* HOMO: -9.331 eV
* charge: 0
* total energy: -1258.69140 hartree
* SMILES string: CCCN1C(=O)[C@H](c2ccccc2C(=O)O)C(=O)N(c2ccccc2)C1=O
* E_LUMO: 0.22 eV